The following is a quantum chemistry calculation of a molecular structure, C35H29BrN4O3PPdS, from the Open Molecules 2025 dataset.

Values from the calculation:
frontier orbital gap	7.420	eV
total charge	+1
E_HOMO	-11.18	eV
calculated total energy	-142511.5248	eV
ΔE to the lowest compared entry with this formula, charge and spin	0.0	kcal per mole

Last column: Löwdin charge in e.
Element x y z (Å)
Pd (-0.1645, 0.5293, 0.2396)  0.85
O (-3.6522, 0.3758, -2.0460)  -0.26
S (-2.9029, 0.7675, -0.8952)  0.50
O (-3.0059, -0.0552, 0.2937)  -0.34
O (-1.4273, 0.9661, -1.2557)  -0.49
C (-3.3710, 2.3742, -0.3574)  -0.27
C (-4.4002, 3.0460, -0.9904)  -0.03
C (-4.8317, 4.2609, -0.4746)  -0.04
C (-4.2397, 4.7776, 0.6657)  -0.05
C (-3.1946, 4.1034, 1.2825)  -0.07
C (-2.7365, 2.8919, 0.7771)  -0.30
P (-1.3168, 2.0666, 1.6044)  1.08
C (-0.2382, 3.4669, 2.0138)  -0.38
C (0.4868, 3.5008, 3.2032)  -0.11
C (1.3934, 4.5225, 3.4416)  -0.07
C (1.6012, 5.5044, 2.4846)  -0.07
C (0.9035, 5.4608, 1.2842)  -0.06
C (-0.0118, 4.4478, 1.0482)  -0.10
C (-1.9957, 1.4780, 3.1813)  -0.33
C (-2.3730, 0.1411, 3.2832)  -0.09
C (-2.9499, -0.3352, 4.4509)  -0.06
C (-3.1597, 0.5202, 5.5217)  -0.06
C (-2.8053, 1.8586, 5.4185)  -0.06
C (-2.2293, 2.3385, 4.2543)  -0.09
H (-4.8610, 2.6011, -1.8606)  0.12
H (-5.6381, 4.7946, -0.9576)  0.12
H (-4.5871, 5.7142, 1.0804)  0.11
H (-2.7296, 4.5364, 2.1587)  0.11
H (0.3526, 2.7264, 3.9475)  0.11
H (1.9435, 4.5447, 4.3724)  0.11
H (2.3075, 6.3018, 2.6714)  0.11
H (1.0670, 6.2213, 0.5329)  0.11
H (-0.5490, 4.4207, 0.1086)  0.11
H (-2.2534, -0.5091, 2.4309)  0.07
H (-3.2503, -1.3723, 4.5171)  0.11
H (-3.6108, 0.1502, 6.4323)  0.11
H (-2.9822, 2.5320, 6.2457)  0.11
H (-1.9668, 3.3871, 4.1876)  0.10
Br (6.3132, 2.7946, 2.8297)  0.79
C (4.6939, 1.8942, 2.5001)  -0.68
C (3.7251, 2.4928, 1.7131)  -0.10
C (2.5332, 1.8287, 1.4765)  -0.04
C (2.3053, 0.5765, 2.0270)  -0.25
C (3.3068, -0.0381, 2.7748)  -0.01
C (4.4937, 0.6244, 3.0275)  -0.10
N (1.0834, -0.1018, 1.6980)  -0.03
C (0.7338, -1.1815, 2.2981)  -0.04
C (-0.3033, -2.0554, 1.7265)  -0.28
C (-0.9225, -3.0401, 2.4766)  -0.01
C (-1.8729, -3.8374, 1.8504)  -0.03
C (-2.1467, -3.6249, 0.5113)  -0.01
C (-1.4626, -2.6197, -0.1667)  -0.10
N (-0.5543, -1.8567, 0.4211)  0.07
H (3.8934, 3.4699, 1.2844)  0.11
H (1.7865, 2.2875, 0.8437)  0.08
H (3.1995, -1.0497, 3.1405)  0.11
H (5.2696, 0.1472, 3.6082)  0.11
H (1.2551, -1.5044, 3.1948)  0.14
H (-0.6774, -3.1684, 3.5223)  0.12
H (-2.3881, -4.6115, 2.4024)  0.12
H (-2.8778, -4.2239, -0.0118)  0.12
H (-1.6552, -2.4197, -1.2134)  0.13
N (0.9025, 2.4987, -2.1219)  0.15
C (1.8495, 1.5149, -2.0068)  -0.37
C (3.0941, 1.6305, -2.6491)  -0.01
C (4.0313, 0.6440, -2.4798)  -0.05
C (3.7287, -0.4661, -1.6842)  -0.06
C (2.4953, -0.4992, -1.0863)  -0.14
N (1.5753, 0.4723, -1.2172)  0.03
H (1.0461, 3.1563, -2.8708)  0.11
H (-0.0584, 2.2061, -1.9948)  0.06
H (3.2917, 2.4920, -3.2720)  0.12
H (4.9923, 0.7221, -2.9701)  0.12
H (4.4297, -1.2737, -1.5416)  0.11
H (2.2006, -1.3355, -0.4632)  0.10


The following is a quantum chemistry calculation of a molecular structure, C35H29F12N3O2Pd, from the Open Molecules 2025 dataset.

Values from the calculation:
multiplicity	5
frontier orbital gap (spin up / spin down)	7.433 / 5.515	eV
total charge	0
E_HOMO (spin up / spin down)	-7.73 / -8.41	eV
calculated total energy	-81419.4122	eV

Last column: Löwdin spin population.
Element x y z (Å)
Pd (0.3872, -0.1643, -1.3479)  1.39
C (-0.3726, 6.4108, 1.7398)  0.02
C (-0.0823, 4.9821, 1.3828)  0.14
C (0.7695, 4.2073, 2.1709)  -0.02
C (1.0217, 2.9041, 1.8352)  0.12
C (0.4325, 2.2938, 0.6925)  0.03
N (0.6413, 0.9809, 0.4623)  0.53
C (1.4444, 0.2214, 1.3539)  0.03
C (0.8927, -0.1595, 2.5708)  0.02
C (1.6218, -0.9260, 3.4625)  0.00
C (2.9217, -1.3096, 3.1574)  0.01
C (3.7360, -2.1330, 4.1195)  0.00
C (3.4473, -0.9362, 1.9253)  0.00
C (2.7233, -0.2048, 0.9859)  0.02
C (3.2716, 0.2021, -0.4098)  0.01
O (2.3581, 0.7898, -1.2066)  0.15
C (3.8863, -1.0303, -1.1726)  0.00
F (4.4481, -1.9800, -0.3980)  0.00
F (2.9223, -1.6540, -1.8748)  0.00
F (4.8235, -0.6516, -2.0485)  0.00
C (4.3965, 1.2459, -0.1520)  0.01
F (4.8164, 1.8522, -1.2563)  0.00
F (5.4787, 0.6918, 0.4436)  0.00
F (3.9410, 2.2030, 0.6772)  0.00
C (-0.3691, 3.1088, -0.1686)  0.12
C (-0.6210, 4.4089, 0.2334)  -0.01
C (-0.9718, 2.5929, -1.4948)  0.02
O (-0.2658, 1.6446, -2.1403)  0.17
C (-1.0727, 3.7506, -2.5574)  0.01
F (-1.2652, 3.2596, -3.7819)  0.00
F (0.0548, 4.4678, -2.5855)  0.00
F (-2.0934, 4.6132, -2.3366)  0.00
C (-2.4121, 2.1065, -1.1669)  0.00
F (-3.0755, 1.7263, -2.2714)  0.00
F (-3.1721, 3.0079, -0.5286)  0.00
F (-2.3449, 1.0299, -0.3583)  0.00
H (-0.5970, 6.5134, 2.8024)  0.00
H (-1.2163, 6.7995, 1.1715)  0.00
H (0.4919, 7.0440, 1.5281)  0.01
H (1.2349, 4.6359, 3.0503)  0.00
H (1.6903, 2.3174, 2.4468)  0.01
H (-0.1165, 0.1548, 2.8083)  0.00
H (1.1783, -1.2144, 4.4086)  0.00
H (3.3916, -1.9966, 5.1443)  0.00
H (4.7908, -1.8618, 4.0780)  0.00
H (3.6637, -3.1971, 3.8835)  0.00
H (4.4632, -1.2230, 1.6970)  0.00
H (-1.2581, 5.0330, -0.3758)  0.00
C (0.7898, -4.0202, -0.8147)  0.00
C (0.7088, -2.8323, 0.1372)  0.04
C (-0.6284, -2.7046, 0.8214)  0.02
C (-0.8277, -3.2607, 2.0750)  0.00
C (-2.0620, -3.1745, 2.7020)  0.02
C (-3.1161, -2.5446, 2.0657)  0.00
C (-2.9774, -1.9948, 0.7924)  0.02
C (-4.1816, -1.3531, 0.1455)  0.00
C (-5.2204, -2.3805, -0.3050)  0.00
C (-1.7188, -2.0816, 0.1946)  0.01
N (-1.4244, -1.4971, -1.0722)  0.23
C (-2.0356, -1.8529, -2.1393)  -0.01
C (-1.4773, -1.4058, -3.3960)  0.30
C (-2.0364, -1.4149, -4.7207)  0.04
C (-1.1059, -0.8317, -5.5110)  0.17
C (0.0287, -0.4987, -4.6273)  0.25
N (-0.2069, -0.8681, -3.3992)  0.05
H (1.7570, -4.0445, -1.3149)  0.00
H (0.0121, -3.9735, -1.5801)  0.00
H (0.6598, -4.9556, -0.2677)  0.00
H (0.9190, -1.9101, -0.4326)  0.01
H (1.4993, -2.8835, 0.8884)  0.00
H (0.0050, -3.7451, 2.5715)  0.00
H (-2.2007, -3.5942, 3.6898)  0.00
H (-4.0776, -2.4680, 2.5604)  0.00
H (-3.8855, -0.7259, -0.6916)  0.00
H (-4.6383, -0.6785, 0.8733)  0.00
H (-4.8232, -3.0518, -1.0699)  0.00
H (-6.1009, -1.8869, -0.7171)  0.00
H (-5.5422, -3.0055, 0.5291)  0.00
H (-2.9017, -2.5127, -2.1260)  0.00
H (-3.0117, -1.7807, -4.9955)  0.00
H (-1.1640, -0.6224, -6.5665)  0.01
H (0.9501, -0.0032, -4.8985)  0.01


The following is a quantum chemistry calculation of a molecular structure, C35H29IrN2O4S2, from the Open Molecules 2025 dataset.

Values from the calculation:
frontier orbital gap	6.299	eV
total charge	+2
E_HOMO	-13.83	eV
calculated total energy	-72429.7942	eV
ΔE to the lowest compared entry with this formula, charge and spin	0.0	kcal per mole

Last column: Löwdin charge in e.
Element x y z (Å)
Ir (-0.8793, -0.5247, 0.9421)  1.33
N (-1.5396, 1.4495, 0.6664)  -0.05
N (-0.3862, 2.2465, 0.4796)  0.05
C (0.7229, 1.5896, -0.0797)  -0.66
O (1.6454, 2.1821, -0.5336)  0.17
O (0.6466, 0.2537, -0.0106)  -0.18
H (-2.1697, 1.5215, -0.1333)  0.14
H (-2.0334, 1.7541, 1.5057)  0.12
H (-0.5488, 3.1849, 0.1395)  0.17
C (1.3319, -9.0374, -0.0555)  -0.03
C (1.3292, -7.5396, 0.0441)  -0.24
C (1.0164, -6.7508, -1.0632)  -0.02
C (1.0213, -5.3683, -0.9799)  -0.07
C (1.3087, -4.7732, 0.2407)  -0.38
C (1.6465, -5.5263, 1.3535)  -0.07
C (1.6535, -6.9073, 1.2438)  -0.02
S (1.4135, -2.9902, 0.3540)  1.06
O (2.0380, -2.6297, 1.6507)  -0.46
C (-0.3383, -2.6497, 0.5564)  -0.40
C (-1.1219, -2.6541, -0.6758)  -0.05
C (-2.4668, -2.4795, -0.6817)  0.03
C (-3.1576, -2.1322, 0.5173)  -0.17
C (-4.5279, -1.8509, 0.5146)  0.01
C (-5.1602, -1.4864, 1.6798)  0.01
C (-4.4466, -1.3777, 2.8845)  0.00
C (-3.1079, -1.6477, 2.9196)  0.01
C (-2.4187, -2.0374, 1.7323)  -0.21
C (-1.0129, -2.4457, 1.7839)  -0.30
C (-0.3949, -2.5863, 3.1359)  -0.17
C (-0.3799, -3.8352, 3.7984)  -0.10
C (-0.9817, -4.9942, 3.2517)  -0.01
C (-0.9420, -6.1733, 3.9371)  -0.04
C (-0.2817, -6.2532, 5.1830)  -0.03
C (0.3171, -5.1523, 5.7269)  0.00
C (0.2754, -3.9084, 5.0556)  -0.12
C (0.8692, -2.7465, 5.6163)  0.03
C (0.7840, -1.5354, 4.9968)  -0.01
C (0.1189, -1.4853, 3.7553)  -0.30
S (-0.2922, 0.0451, 3.0125)  0.92
O (-1.4257, 0.7081, 3.6395)  -0.35
C (1.1278, 1.0405, 3.0641)  -0.38
C (1.0050, 2.3491, 3.5241)  -0.04
C (2.1359, 3.1412, 3.5285)  0.00
C (3.3629, 2.6508, 3.0717)  -0.22
C (4.5796, 3.5235, 3.0910)  -0.02
C (3.4429, 1.3301, 2.6196)  0.01
C (2.3343, 0.5084, 2.6086)  -0.04
H (1.4132, -9.3666, -1.0894)  0.09
H (0.4066, -9.4487, 0.3530)  0.09
H (2.1587, -9.4669, 0.5087)  0.09
H (0.8022, -7.2253, -2.0123)  0.12
H (0.8371, -4.7742, -1.8672)  0.11
H (1.9337, -5.0338, 2.2738)  0.11
H (1.9348, -7.5053, 2.1022)  0.13
H (-0.5770, -2.7326, -1.6089)  0.13
H (-3.0163, -2.5135, -1.6144)  0.14
H (-5.0788, -1.9279, -0.4138)  0.13
H (-6.2225, -1.2801, 1.6736)  0.13
H (-4.9650, -1.0887, 3.7882)  0.13
H (-2.5642, -1.5830, 3.8508)  0.13
H (-1.4681, -4.9475, 2.2837)  0.13
H (-1.4064, -7.0580, 3.5231)  0.12
H (-0.2545, -7.1975, 5.7098)  0.12
H (0.8198, -5.2161, 6.6832)  0.13
H (1.3782, -2.8310, 6.5676)  0.13
H (1.2023, -0.6403, 5.4373)  0.13
H (0.0553, 2.7238, 3.8800)  0.12
H (2.0706, 4.1595, 3.8893)  0.13
H (4.3266, 4.5584, 2.8665)  0.09
H (5.3268, 3.1806, 2.3785)  0.09
H (5.0319, 3.5050, 4.0852)  0.10
H (4.3888, 0.9443, 2.2629)  0.13
H (2.3986, -0.5153, 2.2533)  0.10


The following is a quantum chemistry calculation of a molecular structure, C35H29N2O4PbS2, from the Open Molecules 2025 dataset.

Values from the calculation:
frontier orbital gap	7.766	eV
total charge	+1
E_HOMO	-10.64	eV
calculated total energy	-74849.5445	eV
ΔE to the lowest compared entry with this formula, charge and spin	5.4	kcal per mole

Last column: Löwdin charge in e.
Element x y z (Å)
Pb (0.7607, 0.4915, -0.0497)  1.39
C (-4.7137, 0.4031, 6.8826)  -0.03
C (-4.1045, 0.5452, 5.5190)  -0.26
C (-4.7786, 1.2162, 4.5022)  -0.02
C (-4.2302, 1.3275, 3.2343)  -0.06
C (-3.0041, 0.7330, 2.9792)  -0.37
C (-2.2977, 0.0818, 3.9793)  -0.06
C (-2.8523, -0.0022, 5.2434)  -0.03
S (-2.3455, 0.8710, 1.3393)  1.10
O (-0.8993, 0.3860, 1.5402)  -0.73
C (-3.2352, -0.3675, 0.4207)  -0.31
C (-4.0955, 0.2046, -0.5422)  -0.08
C (-4.8593, -0.6004, -1.3295)  0.00
C (-4.7748, -2.0062, -1.2151)  -0.13
C (-5.5441, -2.8559, -2.0493)  -0.02
C (-5.4537, -4.2102, -1.9330)  -0.06
C (-4.5870, -4.7835, -0.9752)  -0.05
C (-3.8317, -3.9925, -0.1617)  -0.01
C (-3.9000, -2.5789, -0.2618)  -0.11
C (-3.1232, -1.7270, 0.5762)  -0.15
C (-2.3385, -2.3562, 1.6787)  -0.14
C (-3.0476, -2.6673, 2.8786)  -0.11
C (-4.4275, -2.3690, 3.0306)  0.00
C (-5.0691, -2.6418, 4.2024)  -0.05
C (-4.3741, -3.2254, 5.2847)  -0.06
C (-3.0504, -3.5304, 5.1657)  -0.02
C (-2.3567, -3.2616, 3.9600)  -0.16
C (-0.9854, -3.5733, 3.8175)  0.00
C (-0.3228, -3.3147, 2.6552)  -0.04
C (-1.0098, -2.7078, 1.5816)  -0.27
S (-0.1388, -2.2802, 0.0775)  0.87
O (-0.9128, -2.6601, -1.1209)  -0.42
C (1.3059, -3.3105, 0.1341)  -0.40
C (1.2712, -4.5114, -0.5617)  -0.04
C (2.4048, -5.3081, -0.5789)  -0.01
C (3.5704, -4.9185, 0.0790)  -0.25
C (4.8025, -5.7737, 0.0336)  -0.04
C (3.5780, -3.7025, 0.7610)  -0.02
C (2.4563, -2.8914, 0.7871)  -0.10
H (-5.4315, 1.1968, 7.0841)  0.08
H (-3.9520, 0.4259, 7.6612)  0.09
H (-5.2420, -0.5495, 6.9668)  0.08
H (-5.7387, 1.6725, 4.7084)  0.12
H (-4.7571, 1.8660, 2.4554)  0.12
H (-1.3195, -0.3304, 3.7727)  0.11
H (-2.3062, -0.5051, 6.0322)  0.12
H (-4.1034, 1.2774, -0.6797)  0.12
H (-5.5068, -0.1691, -2.0813)  0.13
H (-6.2030, -2.4050, -2.7805)  0.12
H (-6.0456, -4.8517, -2.5720)  0.11
H (-4.5231, -5.8602, -0.8910)  0.11
H (-3.1696, -4.4470, 0.5631)  0.12
H (-4.9681, -1.9125, 2.2127)  0.13
H (-6.1203, -2.4073, 4.3074)  0.12
H (-4.8983, -3.4347, 6.2079)  0.11
H (-2.5096, -3.9847, 5.9866)  0.12
H (-0.4644, -4.0400, 4.6441)  0.12
H (0.7171, -3.5870, 2.5559)  0.10
H (0.3688, -4.8008, -1.0849)  0.12
H (2.3852, -6.2501, -1.1123)  0.12
H (4.5568, -6.8071, -0.2042)  0.08
H (5.3316, -5.7546, 0.9856)  0.09
H (5.4913, -5.4117, -0.7322)  0.09
H (4.4759, -3.3865, 1.2776)  0.12
H (2.4816, -1.9549, 1.3345)  0.10
N (0.9083, -0.6093, -2.4524)  -0.05
N (-0.2405, -0.1516, -3.1240)  0.01
C (-1.2524, 0.5168, -2.4243)  -0.69
O (-2.3305, 0.6596, -2.9441)  0.09
O (-0.9058, 1.0223, -1.2579)  -0.30
H (1.7268, -0.3191, -2.9780)  0.11
H (0.9064, -1.6259, -2.3986)  0.08
H (-0.6020, -0.7519, -3.8501)  0.15